Molecular formula: C14H24Cl3N4O2PPb
Method: DFT, ωB97M-V/def2-TZVPD

Last column: Löwdin charge in e.
Atoms and positions in Å:
Pb 11.317321 9.011350 6.403266  1.494
C 15.841840 10.129814 4.719347  -0.161
P 15.241827 8.974604 5.992051  0.595
C 16.322304 9.002223 7.440748  -0.154
C 15.302675 7.320068 5.258639  -0.162
O 13.813140 9.376897 6.382002  -0.589
H 16.938361 10.072495 4.527695  0.079
H 15.681217 11.153879 5.065177  0.055
H 15.277403 10.042366 3.787732  0.062
H 17.371907 9.137907 7.132956  0.074
H 16.168496 8.117278 8.037281  0.056
H 16.046054 9.858400 8.057107  0.055
H 16.359123 6.975113 5.179406  0.085
H 14.851516 7.410641 4.280877  0.051
H 14.696853 6.623365 5.838283  0.057
O 11.284105 8.704833 8.651803  -0.287
C 10.783788 7.805394 9.483378  -0.354
C 9.974225 6.632019 8.962833  -0.085
C 10.037520 5.349689 9.925750  -0.163
C 9.162872 5.395686 11.165434  -0.184
C 9.024314 6.835078 11.743161  -0.147
C 10.419108 7.442227 11.952730  -0.158
N 10.976381 8.050642 10.790845  0.114
H 10.429933 6.288605 7.961342  0.134
H 8.949840 6.976808 8.821130  0.096
H 11.087923 5.170836 10.201254  0.121
H 9.769132 4.566929 9.209711  0.114
H 9.620274 4.725662 11.913729  0.127
H 8.190498 5.017616 10.953275  0.103
H 8.537403 6.824624 12.690457  0.110
H 8.413163 7.408209 11.063845  0.108
H 11.096597 6.666326 12.383963  0.147
H 10.338541 8.205917 12.730291  0.134
H 11.552479 8.876696 10.836412  0.162
Cl 5.380525 9.015659 4.835244  0.694
C 6.360457 9.323531 6.288083  -1.529
Cl 6.328759 7.962660 7.483759  0.631
Cl 6.067998 10.938122 7.057536  0.642
C 7.727573 9.330478 5.832391  -0.388
N 8.870807 9.418898 5.512139  0.068
N 12.253872 13.355156 7.435135  0.084
C 11.048894 13.654231 6.826558  -0.039
C 10.498913 12.422613 6.475172  -0.120
N 11.364923 11.416804 6.805417  -0.093
C 12.381341 12.017217 7.376494  -0.208
H 12.842951 14.018703 7.990690  0.199
H 10.639496 14.665401 6.820800  0.132
H 9.573443 12.166440 5.990642  0.095
H 13.315522 11.534138 7.748529  0.140

Atoms 1-3, force components in eV/Å:
1.2 0.3 -0.1
0.8 0.3 0.3
-0.5 0.2 -0.3

Summary:
- LUMO level (eV) = -5.6
- energy above the lowest of the compared OMol25 structures with the same formula, charge and spin (kJ/mol) = 0.0
- gap between HOMO and LUMO (eV) = 9.171
- highest occupied orbital energy (Eh) = -0.542
- maximum force (eV/A) = 5.7
- net charge = +2


Molecular formula: C36H52BF5N10NiSSe
Method: DFT, ωB97M-V/def2-TZVPD

Last column: Löwdin charge in e.
Atoms and positions in Å:
Ni -0.907940 -1.059447 0.240575  0.165
C -1.204403 -1.151575 -3.968157  -0.071
C -2.108771 -0.134607 -3.243606  -0.338
C -3.271354 -0.779303 -2.477089  -0.066
C -1.292722 0.775431 -2.362706  -0.298
C -0.666077 1.962156 -2.769029  0.007
C -0.035789 2.465072 -1.645664  -0.231
C 0.893211 3.658564 -1.696160  -0.339
C 2.341824 3.247734 -1.400405  -0.075
C 0.480376 4.877920 -0.872276  -0.060
N -0.315901 1.612688 -0.618664  0.051
N -1.037966 0.550407 -1.085097  0.060
B -0.073228 1.725599 0.939397  -0.455
N 1.077964 0.740813 1.342222  0.056
N 1.106868 -0.525539 0.829903  0.046
C 2.281143 -1.053638 1.175078  -0.294
C 3.016693 -0.121449 1.926351  0.020
C 2.220497 0.993868 2.036362  -0.202
C 2.554526 2.176255 2.911986  -0.343
C 2.878532 3.484353 2.185711  -0.056
C 1.473440 2.381066 3.971947  -0.055
C 2.816585 -2.446736 0.912430  -0.358
C 2.876969 -3.248397 2.220353  -0.066
C 2.113298 -3.268147 -0.166376  -0.090
N -1.426793 1.414488 1.702436  0.071
N -1.977704 0.171127 1.514376  0.071
C -3.141632 0.148033 2.153189  -0.251
C -3.348160 1.377514 2.783228  0.004
C -2.257149 2.165980 2.489594  -0.176
C -2.211720 3.584337 3.044837  -0.348
C -1.324351 4.619578 2.373053  -0.071
C -1.982074 3.563822 4.565811  -0.056
C -4.139322 -0.989246 2.235528  -0.346
C -4.181761 -1.896859 0.996127  -0.075
C -3.928280 -1.780106 3.535724  -0.074
H -1.793178 -1.951352 -4.431742  0.077
H -0.639364 -0.656144 -4.761709  0.085
H -0.461265 -1.583199 -3.294655  0.026
H -2.538664 0.508670 -4.011627  0.131
H -2.965210 -1.090978 -1.477552  0.029
H -4.079607 -0.058004 -2.338307  0.088
H -3.684279 -1.632428 -3.026350  0.074
H -0.672007 2.401199 -3.757554  0.116
H 0.849082 3.969269 -2.741208  0.128
H 2.401681 2.679822 -0.471461  0.056
H 2.737122 2.614112 -2.195825  0.028
H 2.981833 4.131701 -1.314329  0.089
H 0.711583 4.743960 0.180767  0.042
H 1.027845 5.756599 -1.224628  0.082
H -0.588129 5.078938 -0.974350  0.082
H 0.277173 2.832069 1.194529  0.091
H 3.996844 -0.261648 2.362298  0.118
H 3.468370 1.873571 3.424244  0.130
H 1.999010 3.904312 1.697286  0.043
H 3.247893 4.220104 2.905697  0.082
H 3.652837 3.331725 1.430917  0.080
H 0.527454 2.615239 3.489310  0.036
H 1.330930 1.475189 4.566294  0.095
H 1.739871 3.200993 4.643934  0.087
H 3.848785 -2.286017 0.588535  0.134
H 1.871600 -3.409972 2.607918  0.041
H 3.340810 -4.225707 2.051091  0.080
H 3.456869 -2.720416 2.978259  0.074
H 1.172323 -3.660951 0.224331  0.026
H 1.931361 -2.673264 -1.065154  0.005
H 2.739676 -4.118559 -0.448718  0.088
H -4.209331 1.664658 3.373220  0.120
H -3.235767 3.933192 2.902391  0.131
H -0.266214 4.456094 2.580372  0.058
H -1.477435 4.620004 1.298412  0.068
H -1.585657 5.610397 2.754466  0.084
H -1.004868 3.154510 4.816235  0.060
H -2.040036 4.580896 4.965405  0.080
H -2.737653 2.955644 5.064807  0.074
H -5.109279 -0.497397 2.320166  0.127
H -4.484164 -2.913566 1.263907  0.076
H -4.887178 -1.513230 0.254460  0.077
H -3.201401 -1.938675 0.526803  0.003
H -2.973062 -2.303675 3.516946  0.024
H -3.930613 -1.104916 4.394343  0.076
H -4.727668 -2.515497 3.672214  0.076
C -2.256024 -5.117471 -2.741097  0.005
C -2.070449 -5.033384 -1.271563  -0.327
N -2.466885 -5.896786 -0.401201  0.129
N -2.094777 -5.347575 0.804258  0.038
C -1.494146 -4.150943 0.712354  -0.759
S -0.898935 -3.132095 1.876150  0.773
N -1.475127 -3.958436 -0.638450  -0.064
N -0.971178 -2.795547 -1.204823  0.120
H -2.629838 -6.105899 -2.992730  0.088
H -1.314968 -4.942841 -3.266210  0.088
H -2.981445 -4.373004 -3.078337  0.082
H -2.297321 -5.832205 1.657833  0.151
H 0.013661 -2.905710 -1.415348  0.074
H -1.476300 -2.592543 -2.054571  0.060
F 6.125338 -1.441284 -6.273740  0.154
C 5.228210 -1.158577 -5.351830  -0.138
C 4.146976 -2.000923 -5.162169  -0.147
F 4.023434 -3.091263 -5.912626  0.131
C 3.213509 -1.697858 -4.197097  -0.258
F 2.198647 -2.537465 -4.050638  0.087
C 3.315584 -0.556331 -3.391760  -0.456
Se 2.028597 -0.151912 -2.091639  1.099
C 4.427515 0.265070 -3.611433  -0.253
F 4.606447 1.360577 -2.894121  0.101
C 5.369951 -0.022588 -4.576084  -0.145
F 6.411805 0.778004 -4.768496  0.135

Atoms 1-3, force components in eV/Å:
-0.2 -0.3 0.2
0.0 0.1 0.0
0.1 -0.2 0.1

Summary:
- LUMO level (alpha / beta) (eV) = 0.2 / -2.1
- gap between HOMO and LUMO (alpha / beta) (eV) = 7.116 / 3.958
- highest occupied orbital energy (alpha / beta) (Eh) = -0.255 / -0.222
- maximum force (eV/A) = 0.5
- spin multiplicity = 3


Molecular formula: C2H2N2O3
Method: DFT, ωB97M-V/def2-TZVPD

Last column: Löwdin charge in e.
Atoms and positions in Å:
N -0.237941 2.388612 1.930716  0.185
C -0.221761 1.388076 1.435806  -0.131
C -0.204304 0.052730 0.712328  -0.171
O -0.314198 0.352551 -0.674429  -0.041
N 1.279300 -0.487488 0.764720  -0.368
O 1.466061 -1.361678 1.591000  0.107
O 2.040171 0.078379 0.079872  0.128
H -0.928917 -0.622040 1.023070  0.133
H 0.514083 0.613005 -1.215971  0.158

Atoms 1-3, force components in eV/Å:
-0.1 3.7 1.8
0.1 -5.2 -1.9
3.3 3.9 -3.5

Summary:
- LUMO level (eV) = -0.5
- energy above the lowest of the compared OMol25 structures with the same formula, charge and spin (kJ/mol) = 414.0
- SMILES = N#C[C@@H](O)[N+](=O)[O-]
- gap between HOMO and LUMO (eV) = 11.217
- highest occupied orbital energy (Eh) = -0.431
- maximum force (eV/A) = 6.2


Molecular formula: H5N5
Method: DFT, ωB97M-V/def2-TZVPD

Last column: Löwdin charge in e.
Atoms and positions in Å:
N 0.972181 -0.363403 -2.097356  -0.035
N 0.255390 0.452400 -1.318205  -0.152
N 0.112609 0.131086 -0.102271  -0.078
N -0.810169 0.742004 0.583363  -0.163
N -0.730216 0.436311 1.961971  0.040
H 1.582894 -0.941723 -1.597343  0.036
H 1.509181 0.215813 -2.880995  0.137
H -1.267851 1.613581 0.256653  0.151
H -0.348022 1.145499 2.426864  0.008
H -0.120945 -0.343025 1.939289  0.056

Atoms 1-3, force components in eV/Å:
1.4 1.5 -3.3
-2.2 1.8 2.2
2.2 -1.2 -3.4

Summary:
- LUMO level (eV) = 1.5
- energy above the lowest of the compared OMol25 structures with the same formula, charge and spin (kJ/mol) = 95.5
- SMILES = N/N=N/NN
- gap between HOMO and LUMO (eV) = 9.128
- highest occupied orbital energy (Eh) = -0.280
- maximum force (eV/A) = 4.8


Molecular formula: C22H48BrIN7O6P2S
Method: DFT, ωB97M-V/def2-TZVPD

Last column: Löwdin charge in e.
Atoms and positions in Å:
C -2.572530 0.000330 -0.669854  -0.097
C -3.693498 1.073040 -0.996229  -0.241
C -3.208113 2.541256 -0.543832  -0.644
Br -4.760275 3.759939 -0.245287  0.756
C -2.292241 2.438378 0.724840  -0.198
C -2.903683 1.898749 1.972067  0.007
C -4.386923 1.413110 2.116718  -0.452
O -4.676492 0.287539 1.824788  0.163
O -5.338268 2.312489 2.636074  0.042
C -2.047202 1.810982 3.180053  0.085
C -0.638748 2.214176 3.089258  -0.001
N -0.058566 2.683309 1.902514  -0.154
S 1.656590 3.099576 1.867681  0.647
C 2.445225 2.735152 3.502554  -0.114
O 2.378094 2.264387 0.902089  -0.331
O 1.845739 4.525150 1.594004  -0.318
C -0.864110 2.817113 0.744861  -0.482
I 0.030190 3.603905 -1.067683  1.145
H -2.566285 -0.317154 0.415794  0.066
H -2.689309 -0.926430 -1.309698  0.095
H -1.574219 0.443674 -0.980524  0.082
H -3.789233 1.097140 -2.125382  0.124
H -4.710460 0.814330 -0.605649  0.097
H -2.680890 2.960697 -1.440727  0.031
H -5.440664 2.002929 3.565775  0.139
H -2.500564 1.406691 4.118957  0.141
H -0.055780 2.118905 4.045813  0.138
H 2.173382 1.695594 3.867209  0.081
H 3.570866 2.732184 3.404154  0.107
H 2.092520 3.442651 4.306634  0.091
O -1.050542 -1.556317 5.188679  -0.341
P -1.170853 -3.009702 4.712865  0.761
N -1.046773 -2.573379 3.034433  -0.306
C -1.602155 -3.284310 1.894560  -0.132
C 0.251776 -2.021238 2.641768  -0.153
N -2.848051 -3.089871 5.153372  -0.357
C -3.918037 -2.980323 4.178817  -0.135
C -3.231396 -2.347592 6.355820  -0.149
N -1.257665 -4.720556 4.257350  -0.265
C -2.005542 -5.636673 5.144945  -0.117
C 0.115772 -5.284489 4.189302  -0.132
H -1.074093 -4.222109 1.673842  0.081
H -1.539877 -2.663332 0.994431  0.072
H -2.657813 -3.510631 2.002298  0.055
H 0.976468 -2.810739 2.408089  0.070
H 0.681375 -1.402370 3.431994  0.059
H 0.151820 -1.379625 1.760823  0.071
H -3.857454 -2.050573 3.599243  0.074
H -4.899005 -3.012832 4.662380  0.085
H -3.923697 -3.839239 3.504399  0.066
H -3.370583 -1.279439 6.145777  0.068
H -2.476328 -2.452873 7.135123  0.072
H -4.165444 -2.738734 6.768520  0.082
H -1.704770 -5.524038 6.189321  0.092
H -1.841286 -6.677005 4.849622  0.087
H -3.080852 -5.490847 5.070743  0.073
H 0.595506 -5.279833 5.172035  0.085
H 0.748804 -4.712210 3.508318  0.064
H 0.099725 -6.307854 3.810392  0.088
O 1.165561 1.409642 -4.642535  -0.330
P 2.564994 1.065285 -5.158903  0.752
N 3.361008 2.157056 -4.071348  -0.306
C 4.642557 2.815093 -4.260575  -0.133
C 3.226712 1.808140 -2.656865  -0.173
N 2.303946 1.855940 -6.679840  -0.356
C 2.856498 3.162904 -6.986095  -0.139
C 0.941636 1.784724 -7.213857  -0.149
N 4.137762 0.508782 -5.757924  -0.268
C 4.213559 0.017908 -7.150155  -0.121
C 4.612637 -0.622651 -4.920888  -0.136
H 5.495883 2.128556 -4.170215  0.079
H 4.780865 3.597384 -3.507112  0.085
H 4.724785 3.329656 -5.212371  0.052
H 3.979130 1.073429 -2.343192  0.069
H 2.243903 1.386726 -2.438384  0.044
H 3.333390 2.694741 -2.025443  0.066
H 2.552796 3.922380 -6.255973  0.087
H 2.542106 3.503332 -7.977214  0.083
H 3.946270 3.122629 -7.050064  0.064
H 0.285125 2.530216 -6.749796  0.077
H 0.512417 0.795321 -7.053133  0.070
H 0.942124 1.955384 -8.294128  0.080
H 3.430894 -0.714035 -7.364897  0.089
H 5.184062 -0.449828 -7.340537  0.085
H 4.146105 0.827566 -7.873414  0.073
H 3.953140 -1.490399 -5.015527  0.083
H 4.651149 -0.348786 -3.864761  0.062
H 5.625402 -0.918148 -5.201085  0.086

Atoms 1-3, force components in eV/Å:
0.0 0.0 -0.4
0.4 0.0 -0.6
0.4 -1.1 -0.5

Summary:
- LUMO level (eV) = -4.9
- gap between HOMO and LUMO (eV) = 4.787
- highest occupied orbital energy (Eh) = -0.356
- maximum force (eV/A) = 8.6
- net charge = +1


Molecular formula: Cl2
Method: DFT, ωB97M-V/def2-TZVPD

Last column: Löwdin charge in e.
Atoms and positions in Å:
Cl -0.973139 -0.223727 0.278034  0.000
Cl 0.973139 0.223727 -0.278034  0.000

Atomic forces in eV per Å
1.4 0.3 -0.4
-1.4 -0.3 0.4

Summary:
- LUMO level (eV) = -1.6
- energy above the lowest of the compared OMol25 structures with the same formula, charge and spin (kJ/mol) = 6.6
- SMILES = ClCl
- gap between HOMO and LUMO (eV) = 9.581
- highest occupied orbital energy (Eh) = -0.412
- maximum force (eV/A) = 1.5


- What is the maximum force in the third record?
  6.2 eV/A


- Which value of maximum force does entry 5 give?
  8.6 eV/A


- Among the records above, which one has the lowest maximum force?
  C36H52BF5N10NiSSe


- What is the maximum force in the third record?
  6.2 eV/A